Density functional theory data (the ωB97M-V functional and the def2-TZVPD basis) for a cluster of 2 separate species, C4H9N2O in total.

Geometry as XYZ:
```
16
Properties=species:S:1:pos:R:3:forces:R:3
C -1.6828 1.0681 1.4674 -1.3 0.1 2.5
C -0.6083 0.6966 0.5342 -0.6 -0.1 -0.2
C 0.6390 0.1811 0.7088 -0.3 -0.7 -0.4
N 1.2287 0.1020 -0.5451 0.2 1.2 0.3
C 0.4655 0.7312 -1.4078 -0.5 -0.4 -0.5
N -0.7175 0.9906 -0.8346 1.5 -0.1 -0.4
H -2.5834 0.4557 1.6307 0.2 -0.4 -1.4
H -2.0644 2.0854 1.3746 0.3 0.0 -0.5
H -1.4263 1.0159 2.5412 1.0 0.2 -0.5
H 1.1607 -0.2173 1.5569 -0.2 0.0 0.2
H 2.1305 -0.2773 -0.7857 0.2 0.1 0.3
H 0.7727 1.0926 -2.3776 -0.2 -0.6 -0.2
H -1.4863 1.0811 -1.4907 -0.5 0.6 0.9
H 1.1735 -3.5081 0.4095 -0.1 -0.2 -0.1
H 0.0483 -3.1147 -0.5744 -0.2 -0.4 -0.2
O 0.6980 -2.7657 0.0305 0.4 0.6 0.2
```
Positions in Å, forces in eV/Å.

## Properties
Total charge: +1
Energy relative to the best compared isomer or geometry (same formula, charge and spin) in kcal/mol: 18.98
Highest occupied orbital energy in eV: -13.96
Electronic energy in eV: -9315.1929
HOMO-LUMO gap in eV: 10.724



Density functional theory data (the ωB97M-V functional and the def2-TZVPD basis) for a cluster of 2 separate species, C4H9N2O in total.

Geometry as XYZ:
```
16
Properties=species:S:1:pos:R:3:forces:R:3
C 0.8332 0.4503 -2.0834 0.2 1.5 0.2
C -0.1775 -0.2139 -1.1894 -1.6 1.0 -1.6
C -1.4910 -0.2636 -1.5721 -0.4 -2.2 0.7
N -2.0724 -1.2420 -0.7431 0.2 0.8 1.0
C -1.2294 -1.5429 0.2479 -0.3 0.0 0.2
N -0.1030 -0.8755 0.0217 1.4 0.5 -1.5
H 1.8710 0.0948 -2.1300 -0.5 -0.2 0.5
H 0.8410 1.5267 -1.8293 0.4 -0.4 0.1
H 0.4545 0.4705 -3.1154 0.0 -0.4 0.4
H -2.1191 0.1562 -2.3368 0.5 0.0 -0.4
H -3.0216 -1.6052 -0.7714 0.3 0.3 -0.1
H -1.4428 -2.1906 1.0920 0.1 0.2 -0.2
H 0.7779 -0.7042 0.4969 -0.4 -1.0 0.8
H 2.9306 1.6399 4.8383 0.4 -0.4 -0.4
H 1.7420 2.4470 4.8369 -0.5 0.2 -0.4
O 2.2068 1.8526 4.2370 0.1 0.2 0.8
```
Positions in Å, forces in eV/Å.

## Properties
Total charge: +1
Energy relative to the best compared isomer or geometry (same formula, charge and spin) in kcal/mol: 24.11
Highest occupied orbital energy in eV: -13.88
Electronic energy in eV: -9314.9701
HOMO-LUMO gap in eV: 10.676



Density functional theory data (the ωB97M-V functional and the def2-TZVPD basis) for a cluster of 2 separate species, C4H9N2O in total.

Geometry as XYZ:
```
16
Properties=species:S:1:pos:R:3:forces:R:3
C -0.9236 1.9139 -0.4326 1.1 0.8 -0.2
C 1.4460 -0.1068 1.0408 -0.1 -0.7 0.4
C 0.0339 -1.3055 -0.6396 0.0 -0.1 -0.1
C 0.2410 -0.4538 0.5548 0.2 -0.1 0.2
N 0.1497 2.3845 -0.3362 -0.9 -0.6 0.1
N -2.1250 1.7398 -0.8277 -1.2 -0.3 -0.3
O 1.3473 2.3126 0.0396 1.7 0.2 0.4
H 2.3465 -0.4918 0.5840 0.2 0.0 -0.2
H 1.5487 0.3042 2.0356 -0.1 0.1 0.1
H 1.5850 1.3418 0.4454 -1.0 0.8 -0.6
H 0.9416 -1.4100 -1.2264 0.1 0.0 -0.1
H -0.7777 -0.9501 -1.2714 -0.1 0.0 -0.1
H -0.2575 -2.2980 -0.2875 0.0 0.0 -0.1
H -0.6515 -0.2032 1.1196 0.0 0.1 0.2
H -2.9162 1.9922 -0.2473 0.1 -0.1 0.0
H -2.3212 1.4430 -1.7786 0.1 0.0 0.1
```
Positions in Å, forces in eV/Å.

## Properties
Total charge: +1
Energy relative to the best compared isomer or geometry (same formula, charge and spin) in kcal/mol: 124.07
Highest occupied orbital energy in eV: -14.59
Electronic energy in eV: -9310.6354
HOMO-LUMO gap in eV: 10.668



> Look up the total charge of the third one.

+1



> Look up the energy relative to the best compared isomer or geometry (same formula, charge and spin) of the first one.

18.98 kcal/mol